1.
The following is a quantum chemistry calculation of a cluster of 2 separate species, C3H8B3F3NO7S2 in total in a non-equilibrium geometry, from OMol25.

Each line ends with the natural charge from an NBO analysis.
Positions of all 27 atoms, in Å:
1 F 3.66478 -1.58778 -0.40592  -0.41
2 C 2.24150 -1.12528 -0.49405  0.01
3 C 1.20333 -2.41091 -0.52699  -0.44
4 C 0.30946 -2.52270 0.87735  -0.81
5 B -1.16718 -1.82675 0.67986  1.20
6 O -2.39385 -2.68621 0.83126  -0.93
7 B -2.78657 -2.92567 -0.60272  0.98
8 O -2.91630 -1.66961 -1.42015  -0.92
9 B -2.68620 -0.49680 -0.50391  1.04
10 O -1.42520 -0.40983 0.31385  -0.90
11 H 1.98186 -0.33339 0.33721  0.24
12 H 2.14279 -0.56933 -1.52808  0.17
13 H 0.50463 -2.37733 -1.47425  0.21
14 H 1.88402 -3.38513 -0.53094  0.23
15 H 0.86932 -2.04198 1.79943  0.27
16 H 0.11965 -3.68374 1.06057  0.23
17 H -2.93368 -4.01169 -1.02760  -0.10
18 H -3.46124 0.41526 -0.43378  -0.09
19 N 0.54056 2.98718 -0.23264  -1.18
20 S -0.00029 4.43030 -0.53555  2.46
21 O 0.96915 5.52007 -0.56469  -0.92
22 O -1.33133 4.77151 -0.04702  -0.92
23 F -0.30350 4.27592 -2.10205  -0.51
24 S 1.00831 2.84885 1.26181  2.47
25 O 1.81352 1.65526 1.51934  -0.95
26 O 0.05148 3.16143 2.31655  -0.92
27 F 2.10097 3.99836 1.43312  -0.50

F_max   5.196 eV/A
Highest occupied orbital energy   -6.8 eV
Electronic energy   -1871.306779 Ha
Charge   -1
Orbital gap   9.083 eV

2.
The following is a quantum chemistry calculation of an isolated molecule of C3H8BrClO2Si in a non-equilibrium geometry, from OMol25.

Each line ends with the natural charge from an NBO analysis.
Positions of all 16 atoms, in Å:
1 C -2.14489 -1.95384 0.90924  -0.61
2 C -1.33976 -0.79683 0.29740  -0.04
3 O 0.04417 -1.01076 0.36440  -0.91
4 Si 1.22050 0.20326 0.40174  1.87
5 Cl 1.27179 0.93927 2.29815  -0.36
6 Br 2.98279 -0.92886 -0.25939  -0.30
7 O 0.81941 1.33904 -0.69638  -0.91
8 C 1.62683 2.15301 -1.49221  -0.26
9 H -1.93789 -2.83963 0.31020  0.21
10 H -1.73470 -2.03546 2.09655  0.21
11 H -3.18674 -1.76860 0.83780  0.21
12 H -1.58938 0.04747 0.97159  0.15
13 H -1.50669 -0.62940 -0.65992  0.17
14 H 0.93418 2.55441 -2.43036  0.19
15 H 2.49749 1.66770 -2.08153  0.19
16 H 2.04288 3.05922 -0.86727  0.19

F_max   5.428 eV/A
Highest occupied orbital energy   -10.6 eV
Electronic energy   -3593.416075 Ha
Structure (SMILES)   CCO[Si@@](Cl)(Br)OC
Orbital gap   11.157 eV

3.
The following is a quantum chemistry calculation of a structure of composition C3H8BrFeO in a non-equilibrium geometry, from OMol25.

Each line ends with the natural charge from an NBO analysis.
Positions of all 14 atoms, in Å:
1 Fe -1.67874 4.51947 -2.89320  1.77
2 Br -1.05666 3.98346 -0.59917  0.23
3 C 1.19258 0.00750 0.75570  -0.56
4 C 0.01159 -0.50964 -0.07036  0.08
5 C -0.26082 -2.03808 0.11705  -0.63
6 O -1.04593 0.24559 0.35923  -0.27
7 H 2.18341 -0.07959 0.30986  0.30
8 H 1.14013 -0.65784 1.61749  0.29
9 H 1.03852 1.02121 1.12550  0.23
10 H 0.10795 -0.34268 -1.14318  0.26
11 H 0.76504 -2.38553 0.23952  0.26
12 H -0.75916 -2.40814 -0.77895  0.28
13 H -0.64813 -2.44824 1.04972  0.29
14 H -0.98977 1.09254 -0.08923  0.47

F_max   4.190 eV/A
Highest occupied orbital energy (alpha / beta)   -22.4 / -22.3 eV
Electronic energy   -4030.519869 Ha
Charge   +3
2S+1   7
Orbital gap (alpha / beta)   5.974 / 3.208 eV

4.
The following is a quantum chemistry calculation of a cluster of 2 separate species, C3H8Cl in total in a non-equilibrium geometry, from OMol25.

Each line ends with the natural charge from an NBO analysis.
Positions of all 12 atoms, in Å:
1 Cl 1.14407 0.59463 -2.68775  -0.30
2 H 1.30937 0.42909 -1.36044  0.23
3 C 1.17233 -0.17420 0.00811  -0.34
4 C -0.31724 -0.46989 -0.01595  -0.48
5 C -1.19950 0.30782 0.94763  -0.60
6 H 1.83809 -1.02605 -0.15336  0.21
7 H 1.51613 0.65704 0.63201  0.21
8 H -0.64681 -0.20089 -1.03459  0.24
9 H -0.50484 -1.55171 0.05663  0.22
10 H -2.22075 0.38321 0.57475  0.22
11 H -1.24183 -0.26572 1.86810  0.21
12 H -0.84903 1.31667 1.16487  0.21

F_max   1.505 eV/A
Highest occupied orbital energy (alpha / beta)   -9.0 / -10.9 eV
Electronic energy   -579.211606 Ha
2S+1   2
Orbital gap (alpha / beta)   10.152 / 9.618 eV

5.
The following is a quantum chemistry calculation of a cluster of 2 separate species, C3H8Cl2N4 in total in a non-equilibrium geometry, from OMol25.

Each line ends with the natural charge from an NBO analysis.
Positions of all 17 atoms, in Å:
1 C 0.23516 0.49591 1.01722  0.63
2 C 2.38654 0.09492 -0.11199  0.48
3 C -1.57905 0.37877 -0.93038  -0.17
4 N 2.84660 -1.05558 -0.54853  -0.68
5 N -2.18050 -0.96224 -0.81519  -0.75
6 N -0.47055 1.08346 1.90804  -0.74
7 N 1.36263 0.03931 0.75184  -0.52
8 Cl 3.04283 1.68023 -0.48254  0.18
9 Cl -2.54272 1.69213 -0.27669  0.11
10 H -0.95567 0.52999 -1.86862  0.26
11 H 2.48717 -1.89481 -0.21226  0.43
12 H 3.80384 -1.14192 -0.85669  0.45
13 H -1.41583 -1.51745 -0.41332  0.47
14 H -3.04653 -0.84891 -0.17258  0.49
15 H -1.43131 1.11596 1.98002  0.43
16 H -0.10430 1.51837 2.81687  0.46
17 H -2.43833 -1.20816 -1.78519  0.47

F_max   4.441 eV/A
Highest occupied orbital energy (alpha / beta)   -16.2 / -17.0 eV
Electronic energy   -1257.756512 Ha
Charge   +2
Orbital gap (alpha / beta)   7.349 / 8.092 eV

6.
The following is a quantum chemistry calculation of a cluster of 2 separate species, C3H8Cl2Si in total in a non-equilibrium geometry, from OMol25.

Each line ends with the natural charge from an NBO analysis.
Positions of all 14 atoms, in Å:
1 C 1.80594 2.78186 0.16939  -1.19
2 C 1.08819 0.36740 1.28037  -0.92
3 C -2.42237 -2.92031 -1.46937  -0.58
4 Si 0.31581 1.56431 -0.05885  1.03
5 Cl -0.26470 -0.61505 2.03714  -0.11
6 Cl -3.39076 -1.58313 -2.10878  -0.08
7 H 2.02564 3.60720 -0.51541  0.24
8 H 1.51617 3.35437 1.09113  0.24
9 H 2.62830 2.15439 0.35304  0.22
10 H 1.56508 0.85420 2.12878  0.23
11 H 1.94328 -0.24237 1.13028  0.24
12 H -3.10642 -3.54234 -0.82569  0.22
13 H -1.76199 -2.46542 -0.78504  0.22
14 H -1.94216 -3.31512 -2.42699  0.23

F_max   2.335 eV/A
Highest occupied orbital energy   -8.8 eV
Electronic energy   -1328.886310 Ha
Orbital gap   8.149 eV

7.
The following is a quantum chemistry calculation of a structure of composition C3H8ClMgO3S in a non-equilibrium geometry, from OMol25.

Each line ends with the natural charge from an NBO analysis.
Positions of all 17 atoms, in Å:
1 Mg -16.42013 -32.37856 -27.99379  1.78
2 Cl -14.66561 -31.93712 -29.31225  -0.81
3 O -18.42894 -28.96712 -26.28411  -0.86
4 S -17.28581 -29.18699 -27.06124  2.45
5 O -16.92529 -30.58257 -27.34103  -1.17
6 O -17.52623 -28.49603 -28.40513  -0.70
7 C -16.47203 -28.50372 -29.41785  -0.10
8 C -17.07202 -28.76785 -30.77925  -0.63
9 C -15.84448 -28.41568 -26.40373  -0.90
10 H -15.74855 -29.29981 -29.22198  0.20
11 H -15.92846 -27.56180 -29.36246  0.21
12 H -17.55361 -27.89615 -31.21697  0.24
13 H -17.81758 -29.56124 -30.71684  0.22
14 H -16.28176 -29.10258 -31.45025  0.24
15 H -14.97818 -28.82625 -26.91736  0.27
16 H -15.82744 -28.64130 -25.33932  0.28
17 H -15.94356 -27.34448 -26.56051  0.28

F_max   1.690 eV/A
Highest occupied orbital energy   -14.6 eV
Electronic energy   -1403.110102 Ha
Charge   +1
Orbital gap   8.470 eV

8.
The following is a quantum chemistry calculation of an isolated molecule of C3H8ClN in a non-equilibrium geometry, from OMol25.

Each line ends with the natural charge from an NBO analysis.
Positions of all 13 atoms, in Å:
1 N -1.56636 0.18936 1.13609  -0.87
2 C -0.28635 -0.36462 0.70838  -0.21
3 C 0.29667 0.66484 -0.25366  -0.46
4 C 1.04827 -0.35544 -1.17460  -0.40
5 Cl 1.97669 0.59967 -2.37430  -0.09
6 H -2.13271 -0.44372 1.73009  0.38
7 H -1.44585 1.37683 1.46067  0.37
8 H -0.52659 -1.36532 0.08227  0.17
9 H 0.55405 -0.74641 1.37740  0.17
10 H -0.82839 1.12678 -0.58010  0.24
11 H 0.73855 1.47138 0.35227  0.23
12 H 0.31762 -1.10021 -1.79559  0.24
13 H 1.85440 -1.05313 -0.66892  0.23

F_max   5.280 eV/A
Highest occupied orbital energy   -9.3 eV
Electronic energy   -633.945134 Ha
Structure (SMILES)   NCCCCl
Orbital gap   10.256 eV

- Which value of electronic energy does entry 6 give?
  -1328.886310 Ha

- Which of these has the lowest electronic energy?
  C3H8BrFeO

- What is the electronic energy in the eighth record?
  -633.945134 Ha